A cluster of 7 separate species, C46H46F6N2O23Si in total, computed with the ωB97M-V functional and the def2-TZVPD basis.

Geometry as XYZ:
```
124
Properties=species:S:1:pos:R:3:forces:R:3
H -4.74169 -0.89290 -4.81867 -0.10 0.13 0.58
N -4.81923 -0.60092 -3.82763 2.97 0.34 1.08
C -3.60826 -0.49646 -3.32458 -1.15 -0.48 -1.57
C -2.30547 -0.79072 -4.21498 0.44 0.31 0.91
C -1.24259 -1.69414 -3.41684 2.03 -0.72 1.49
C -1.19731 -3.26584 -3.50956 1.67 1.36 1.34
C -2.27047 -3.93144 -4.49875 -0.26 1.02 -0.23
C -3.68768 -3.98422 -3.74039 0.13 -0.57 3.23
O -3.66889 -4.06526 -2.49425 -0.64 0.23 -4.52
O -4.91836 -3.97494 -4.44943 2.96 0.46 -0.04
C -0.16237 -4.11594 -2.68094 -0.20 4.22 0.08
C -0.12440 -5.71634 -2.71934 -0.16 0.84 -0.84
C 1.38282 -6.31902 -2.75932 -0.67 0.14 -1.68
O 1.53841 -7.54527 -2.01625 0.71 2.01 1.06
Si 2.30972 -7.31267 -0.48246 0.43 -1.76 0.96
C 1.15831 -6.67935 0.91476 -0.58 0.04 1.01
C 3.88679 -6.23190 -0.51617 -0.39 1.44 -0.81
C 2.89452 -9.07897 0.08226 0.15 0.26 -0.40
C 0.83114 -3.26648 -1.81214 -1.86 1.14 -1.43
C 0.83090 -1.72890 -1.74282 -1.89 -1.06 -1.56
C -0.22332 -0.91074 -2.52628 0.18 -3.29 -0.12
C -0.19180 0.67164 -2.36835 -0.70 1.38 -0.04
O -1.20999 1.41091 -2.31216 3.18 -2.66 -0.40
C 1.28100 1.32724 -2.28811 1.86 0.33 0.22
C 1.57201 2.70500 -2.92720 3.10 -1.51 2.00
C 3.01403 3.28915 -2.81477 -0.95 -4.20 1.61
C 4.10931 2.42136 -2.09762 -3.02 -0.57 -0.36
C 3.81117 1.03859 -1.46055 -2.01 1.03 -0.67
C 4.90921 0.14380 -0.72459 1.53 -1.25 0.07
C 5.52875 -1.06658 -1.44750 0.91 1.59 4.80
C 6.52379 -1.79662 -0.52911 -1.85 2.39 0.13
C 6.77079 -1.28343 0.87828 0.16 -0.53 -0.57
N 6.25882 -0.15198 1.57102 -1.56 -1.88 -5.92
C 5.34796 0.48518 0.68727 -0.39 0.24 -0.50
C 2.36782 0.48704 -1.53311 0.20 2.64 -1.57
C 1.89674 -0.90943 -0.87713 0.97 -0.65 1.54
O 2.35290 -1.32144 0.22928 -1.70 1.48 -4.22
H -3.44553 -0.16500 -2.24214 -0.25 -0.54 -1.64
H -1.81715 0.23450 -4.43399 -0.71 -1.67 0.45
H -2.60543 -1.21481 -5.23057 0.33 0.36 1.49
H -2.39120 -3.26753 -5.43948 0.34 -1.04 1.46
H -1.96376 -4.96066 -4.88920 -0.52 1.37 0.82
H -4.70771 -3.71639 -5.38424 -0.34 -0.47 1.06
H -0.63959 -6.01461 -3.71119 0.78 0.37 1.72
H -0.77122 -6.14828 -1.88602 1.07 0.62 -0.90
H 2.14012 -5.50123 -2.51527 -0.93 -1.16 -0.03
H 1.56472 -6.59133 -3.86959 -0.15 0.47 1.75
H 1.00804 -7.53724 1.67840 0.27 1.25 -1.31
H 1.67713 -5.84244 1.52262 -1.03 -1.11 -1.12
H 0.10316 -6.38956 0.57434 1.54 -0.08 0.53
H 4.39422 -6.22517 0.50441 -0.59 -0.24 -1.47
H 4.57607 -6.51161 -1.38376 -0.71 0.28 1.39
H 3.53776 -5.14449 -0.72250 0.76 -1.48 0.39
H 2.99377 -9.11736 1.23288 -0.15 -0.06 -1.94
H 3.92417 -9.23966 -0.40146 -1.46 -0.05 0.82
H 2.15762 -9.84897 -0.32558 1.05 0.81 0.75
H 1.61511 -3.82654 -1.20716 -1.18 0.95 -0.81
H 0.78691 3.33694 -3.45323 0.99 -1.24 0.87
H 3.26487 4.30712 -3.25960 -0.27 -1.73 0.71
H 5.15613 2.87013 -2.03904 -1.59 -0.90 -0.02
H 5.24691 -1.34042 -2.51219 0.53 0.30 1.65
H 7.07416 -2.72332 -0.90629 -0.85 1.52 0.79
H 7.50379 -1.91386 1.51032 -1.23 1.13 -1.18
H 4.85701 1.43056 1.13423 0.84 -1.65 -0.86
O -8.34612 3.53569 0.15514 0.48 -0.71 -0.32
C -7.80388 2.57244 -0.30567 -0.37 1.20 0.47
O -6.93054 2.61421 -1.34991 -0.61 -0.01 0.63
C -6.41417 1.29804 -1.50166 0.68 -0.03 -0.92
C -7.48136 0.46178 -0.87285 0.21 -0.68 0.38
F -6.95639 -0.64460 -0.29639 -0.15 -0.11 0.01
O -7.99066 1.30121 0.14508 -0.05 0.51 -0.60
H -5.45592 1.22198 -0.97983 -0.17 -0.16 0.13
H -6.26042 1.05477 -2.55360 -0.04 0.15 0.10
H -8.28918 0.17684 -1.55301 0.05 -0.13 0.12
O 5.18656 -8.00110 2.61106 -0.18 0.87 0.56
C 5.05699 -7.00749 3.26364 0.01 -1.43 -0.78
O 4.00278 -6.15001 3.14912 0.58 -0.31 0.05
C 4.15325 -5.18151 4.17853 -0.84 0.68 -0.03
C 5.62123 -5.23689 4.45803 0.34 0.02 0.71
F 5.87928 -4.96652 5.75920 0.16 0.09 0.00
O 5.94699 -6.58880 4.20616 -0.39 0.30 -0.59
H 3.54803 -5.47230 5.04172 0.26 0.00 0.07
H 3.83040 -4.19570 3.84027 -0.01 -0.19 -0.16
H 6.22597 -4.58776 3.81795 0.05 0.00 0.18
O -12.17316 8.58255 1.37586 0.96 -0.35 -0.27
C -11.08900 8.14440 1.12500 -1.63 0.34 0.13
O -10.84980 6.84999 0.77210 -0.03 0.74 0.27
C -9.47244 6.76890 0.43092 0.28 -1.06 -0.22
C -8.89038 7.92983 1.17159 0.39 0.43 -0.29
F -7.83269 8.45295 0.50434 0.19 0.11 0.11
O -9.93935 8.87659 1.16402 -0.17 -0.59 0.27
H -9.36094 6.86154 -0.65307 0.13 0.20 0.12
H -9.04478 5.81642 0.74683 -0.25 0.03 -0.04
H -8.60356 7.70717 2.20346 0.13 0.12 -0.09
O 4.13550 6.30054 -3.20649 -0.77 0.36 0.63
C 3.29262 6.79411 -2.51215 1.01 -0.61 -0.70
O 1.99748 6.37250 -2.46590 0.65 0.31 -0.11
C 1.36329 7.11777 -1.43505 -1.01 -0.33 0.15
C 2.22520 8.33658 -1.34661 0.18 0.40 0.70
F 2.26071 8.81622 -0.08196 0.02 0.17 -0.04
O 3.50950 7.84803 -1.67922 -0.46 -0.32 -0.62
H 1.36381 6.53282 -0.51090 0.15 0.21 0.04
H 0.33180 7.35497 -1.69931 0.15 -0.13 -0.16
H 1.94592 9.13663 -2.03834 0.06 0.06 0.16
O 0.17779 4.65521 3.80345 0.47 -0.49 -0.86
C 0.76469 3.96114 3.02274 -0.96 0.65 0.69
O 0.34580 2.72507 2.63496 0.32 0.73 0.33
C 1.23493 2.29541 1.61164 -0.28 -0.98 -0.40
C 2.45905 3.10638 1.89300 0.43 0.20 -0.51
F 3.12607 3.39117 0.75000 0.20 0.09 0.04
O 1.93602 4.30894 2.42092 -0.35 -0.49 0.41
H 0.79777 2.51678 0.63342 0.22 0.13 0.00
H 1.42148 1.22206 1.67751 -0.13 0.09 0.14
H 3.14200 2.65319 2.61778 0.09 0.09 -0.13
O 1.49795 3.27543 9.78852 -0.59 0.15 -0.86
C 0.84576 3.50307 8.81212 1.02 -0.53 1.20
O 1.29435 3.33467 7.53617 -0.28 0.17 0.69
C 0.18716 3.58233 6.67869 0.40 -0.08 -1.03
C -0.69034 4.44231 7.53030 -0.71 -0.09 0.01
F -1.99869 4.23606 7.24581 -0.13 0.17 0.04
O -0.43448 3.96994 8.83806 0.61 0.18 -0.33
H -0.28473 2.63221 6.41170 -0.20 0.14 0.14
H 0.50315 4.08618 5.76385 0.07 -0.11 0.38
H -0.46343 5.51092 7.47464 -0.19 -0.04 0.00
```
Forces are in eV/Å.

- E_tot: -122693.28027 eV
- Maximum force: 6.4 eV/Å
- SMILES: [H]/N=C\Cc1c(CC(=O)O)c(CCO[Si](C)(C)C)cc2c1C(=O)c1cccc(-c3cccnc3)c1C2=O.O=C1OC[C@@H](F)O1.O=C1OC[C@@H](F)O1.O=C1OC[C@@H](F)O1.O=C1OC[C@@H](F)O1.O=C1OC[C@@H](F)O1.O=C1OC[C@@H](F)O1

Here are the Mulliken charges for atoms 1 to 6, given in e: atom 1 (H): 0.23, atom 2 (N): -0.53, atom 3 (C): 0.06, atom 4 (C): -0.84, atom 5 (C): 0.21, atom 6 (C): 0.37